Entry from the Open Molecules 2025 dataset: C30H23N5ORhS4 as an isolated structure (ωB97M-V/def2-TZVPD).

Geometry as XYZ:
```
64
Properties=species:S:1:pos:R:3:forces:R:3
Rh 0.576167 -0.066383 1.184385 0.1 0.7 0.0
C -2.053967 -2.354884 -1.452973 0.0 0.0 0.0
C -0.896152 -1.908644 -0.603133 0.0 0.0 0.0
N -0.913744 -0.752856 -0.028046 0.0 0.1 -0.1
N -2.022499 0.067547 -0.262072 0.0 0.0 0.0
C -2.151369 0.988284 0.634004 -0.1 -0.1 0.0
S -1.165657 1.263168 2.030104 0.1 0.0 0.1
S -3.507604 2.103911 0.512381 0.0 0.1 -0.1
C -4.442082 1.525991 -0.940596 0.0 0.0 0.0
C -3.950999 2.015513 -2.277325 0.0 0.0 0.0
C -3.126480 1.237176 -3.085300 -0.1 0.0 0.0
C -2.715896 1.696289 -4.328741 0.1 0.0 0.0
C -3.107570 2.949462 -4.778489 0.0 0.0 0.0
C -3.922899 3.737250 -3.977603 0.0 0.0 0.0
C -4.344350 3.268067 -2.742266 0.0 0.0 0.0
C 0.233716 -2.827886 -0.416849 0.0 0.1 -0.1
C 0.003859 -4.204559 -0.501537 0.0 0.0 0.0
C 1.019086 -5.122090 -0.325080 0.0 0.0 0.0
C 2.311874 -4.656386 -0.083536 0.0 0.0 0.0
C 2.574428 -3.306367 -0.013879 0.0 0.0 0.0
C 1.549934 -2.350303 -0.160019 -0.1 0.0 -0.2
O 1.832284 -1.074980 -0.095061 0.1 -0.4 0.4
H -2.515834 -1.507305 -1.949017 0.0 -0.1 0.0
H -2.821086 -2.811771 -0.822150 0.0 0.0 0.0
H -1.727089 -3.088034 -2.185682 0.0 0.0 0.0
H -5.438965 1.930786 -0.757491 0.0 -0.1 0.0
H -4.501156 0.440349 -0.903602 0.1 0.0 0.0
H -2.810633 0.268057 -2.728638 0.0 0.0 0.0
H -2.080111 1.072400 -4.945670 0.0 0.0 0.0
H -2.783120 3.308135 -5.747441 0.0 0.0 0.0
H -4.240652 4.714417 -4.319604 0.0 0.0 0.0
H -4.988849 3.883959 -2.124795 0.0 0.0 0.0
H -1.003275 -4.562907 -0.679557 0.0 0.0 0.0
H 0.812206 -6.183347 -0.363688 0.0 0.0 0.0
H 3.119561 -5.364280 0.063274 0.0 0.0 0.0
H 3.570903 -2.933198 0.185467 0.0 0.0 0.0
S 0.067231 -1.683263 2.728807 0.0 -0.5 -0.1
C 1.563934 -1.915327 3.590677 0.0 0.1 0.1
C 1.727870 -3.036693 4.399147 0.0 0.0 0.0
C 2.868055 -3.208331 5.175175 0.0 0.0 0.0
C 2.997774 -4.378866 5.991988 0.0 0.0 0.0
N 3.082301 -5.325914 6.639956 0.0 0.0 0.0
C 3.875227 -2.232111 5.141546 0.0 0.0 0.0
C 3.718194 -1.115206 4.329995 0.0 0.0 0.0
C 2.580447 -0.939498 3.545989 0.0 -0.1 -0.1
S 2.440749 0.456141 2.516418 -0.2 0.1 0.1
C 5.068921 -2.373183 5.922635 0.0 0.0 0.0
N 6.036888 -2.476501 6.536133 0.0 0.0 0.0
H 0.952307 -3.791227 4.420027 0.0 0.0 0.0
H 4.500444 -0.367635 4.302068 0.0 0.0 0.0
C 1.014523 5.378491 -2.171042 0.0 0.0 0.0
C 1.012823 4.078393 -1.419912 0.0 0.0 -0.1
C 0.546911 2.908158 -1.997946 0.0 0.0 0.1
C 0.562424 1.730989 -1.269102 0.1 0.0 0.0
N 0.998017 1.666551 -0.011318 -0.2 0.0 -0.3
C 1.455734 2.790159 0.551454 0.0 0.0 0.0
C 1.484892 3.997149 -0.115387 0.0 0.0 0.0
H 0.439639 5.299332 -3.093069 0.0 0.0 0.0
H 2.034558 5.670671 -2.428827 0.0 0.0 0.0
H 0.587167 6.177950 -1.564655 0.0 0.0 0.0
H 0.154844 2.905407 -3.004588 0.0 0.0 -0.1
H 0.208786 0.803840 -1.697937 0.0 0.0 0.0
H 1.788932 2.710097 1.576911 0.0 0.0 0.0
H 1.858398 4.875845 0.395077 0.0 0.0 0.0
```
Positions in Å, forces in eV/Å.

Net charge ... -1
E_LUMO ... 2.11 eV
Spin multiplicity ... 1
Orbital gap ... 6.38 eV
Relative energy (zero: lowest compared OMol25 entry of this formula, charge and spin) ... 0.097 eV
HOMO ... -4.277 eV


Entry from the Open Molecules 2025 dataset: a single C15H17BrClN3O3S molecule (ωB97M-V/def2-TZVPD).

Geometry as XYZ:
```
41
Properties=species:S:1:pos:R:3:forces:R:3
C -4.571425 -0.776913 1.024923 0.4 0.1 -0.2
C -3.591052 -0.497178 -0.104357 -0.3 -0.3 -0.1
H -3.362397 -1.422917 -0.641526 0.0 0.2 0.0
H -3.987047 0.254848 -0.790322 0.1 -0.1 0.0
O -2.374999 0.059549 0.398363 0.1 0.1 0.2
C -1.405898 -0.813670 0.731544 0.2 0.1 0.0
O -1.449809 -2.005617 0.538314 -0.3 -0.5 0.0
N -0.350798 -0.174622 1.294605 0.0 0.1 -0.1
C 0.745777 -0.931990 1.845458 0.0 -0.2 0.0
H 0.717346 -0.873008 2.940479 0.0 -0.1 -0.1
H 0.601856 -1.973060 1.551833 0.1 0.1 0.1
C 2.091391 -0.408276 1.318496 0.1 -0.5 0.1
N 1.998671 1.018585 1.065864 0.3 0.0 -0.5
C 2.786648 1.696913 0.217730 -0.2 0.3 0.4
S 2.921902 3.340208 0.207645 0.2 0.5 -0.1
N 3.575785 0.968926 -0.675663 0.5 -0.2 0.2
C 3.198118 0.096384 -1.670260 -0.1 -0.1 0.0
O 4.019555 -0.372970 -2.418538 0.0 0.0 -0.1
C 1.732722 -0.176978 -1.811753 -0.2 -0.3 -0.3
C 0.844900 0.884254 -1.943018 -0.1 -0.1 -0.1
C -0.484632 0.629866 -2.229552 -0.1 0.1 0.0
C -0.947608 -0.663257 -2.409264 0.1 0.2 0.0
C -0.074668 -1.722938 -2.255951 0.2 0.0 0.0
C 1.257844 -1.482979 -1.956817 -0.1 0.3 -0.1
Cl 2.325364 -2.814908 -1.725939 0.0 -0.3 0.1
H -0.425677 -2.736379 -2.360009 0.0 -0.1 0.0
H -1.981335 -0.840484 -2.660865 -0.1 0.0 0.0
Br -1.694786 2.082967 -2.371138 0.1 -0.1 0.0
H 1.193230 1.902130 -1.847449 0.0 0.1 0.0
H 4.502543 1.356439 -0.822834 -0.2 0.0 0.0
C 1.053702 1.701639 1.917950 -0.4 0.2 0.1
H 1.160061 2.777916 1.776768 0.0 -0.2 0.1
C -0.359458 1.254353 1.542861 -0.1 0.3 0.0
H -1.061682 1.507945 2.346013 0.1 0.1 0.0
H -0.690083 1.764958 0.635208 0.1 0.0 0.1
H 1.276348 1.461315 2.961601 0.1 0.0 0.0
H 2.372593 -0.938349 0.412030 0.0 0.0 0.2
H 2.869518 -0.590728 2.072010 0.0 0.0 -0.1
H -4.162797 -1.531924 1.692407 0.0 -0.1 0.1
H -4.762215 0.131473 1.590834 -0.1 0.1 0.1
H -5.507522 -1.141516 0.612311 -0.1 -0.1 0.0
```
Positions in Å, forces in eV/Å.

SMILES ... CCOC(=O)N1CCN(C(=S)NC(=O)c2cc(Br)ccc2Cl)CC1
E_LUMO ... 0.09 eV
Spin multiplicity ... 1
Orbital gap ... 8.75 eV
Relative energy (zero: lowest compared OMol25 entry of this formula, charge and spin) ... 0.000 eV
HOMO ... -8.668 eV


Entry from the Open Molecules 2025 dataset: C34H28ClF6O3P2RuS2Sb as an isolated structure (ωB97M-V/def2-TZVPD).

Geometry as XYZ:
```
78
Properties=species:S:1:pos:R:3:forces:R:3
Ru -0.846079 0.190852 0.551630 0.0 0.0 0.0
S -0.085525 -1.112861 2.463096 0.0 0.0 0.0
P 1.531574 -1.327100 1.252770 0.0 0.0 0.0
C 0.850944 -0.547863 -0.116651 0.0 0.0 0.1
P 1.171271 0.464087 -1.456323 0.0 0.0 0.0
S -0.674549 1.332513 -1.555287 0.0 0.0 0.0
C 2.449224 1.679631 -1.092557 0.0 0.0 0.0
C 3.792016 1.319975 -1.213933 0.0 0.0 0.0
C 4.779882 2.203872 -0.813769 0.0 0.0 0.0
C 4.430829 3.445904 -0.298348 0.0 0.0 0.0
C 3.096315 3.800184 -0.168846 0.0 0.0 0.0
C 2.100857 2.915913 -0.556743 0.0 0.0 0.0
C 1.654501 -0.440306 -2.918228 0.0 0.0 0.0
C 2.291258 0.196837 -3.983343 0.0 0.0 0.0
C 2.615057 -0.531110 -5.114643 0.0 0.0 0.0
C 2.302402 -1.884556 -5.181534 0.0 0.0 0.0
C 1.662319 -2.514181 -4.124278 0.0 0.0 0.0
C 1.331881 -1.794150 -2.986241 0.0 0.0 0.0
C 2.970484 -0.453594 1.884634 0.0 0.0 0.0
C 4.211594 -1.069645 2.016649 0.0 0.0 0.0
C 5.302410 -0.330001 2.454193 0.0 0.0 0.0
C 5.152148 1.015043 2.751802 0.0 0.0 0.0
C 3.911448 1.628087 2.624038 0.0 0.0 0.0
C 2.816658 0.899125 2.199063 0.0 0.0 0.0
C 1.990562 -3.023906 0.917997 0.0 0.0 0.0
C 1.467244 -4.067039 1.668715 0.0 0.0 0.0
C 1.824142 -5.372712 1.363845 0.0 0.0 0.0
C 2.688445 -5.628684 0.310865 0.0 0.0 0.0
C 3.201095 -4.583703 -0.449329 0.0 0.0 0.0
C 2.851501 -3.279698 -0.148456 0.0 0.0 0.0
H 4.065398 0.354690 -1.624161 0.0 0.0 0.0
H 5.821388 1.925052 -0.904773 0.0 0.0 0.0
H 5.204984 4.137647 0.008428 0.0 0.0 0.0
H 2.825207 4.763620 0.242562 0.0 0.0 0.0
H 1.057295 3.175881 -0.432307 0.0 0.0 0.0
H 2.536302 1.250660 -3.925875 0.0 0.0 0.0
H 3.109357 -0.045548 -5.945458 0.0 0.0 0.0
H 2.555526 -2.448952 -6.069735 0.0 0.0 0.0
H 1.404786 -3.563087 -4.184660 0.0 0.0 0.0
H 0.811304 -2.275024 -2.166504 0.0 0.0 0.0
H 4.328289 -2.121301 1.790412 0.0 0.0 0.0
H 6.266014 -0.809067 2.567437 0.0 0.0 0.0
H 6.001806 1.589965 3.097579 0.0 0.0 0.0
H 3.792405 2.674786 2.866572 0.0 0.0 0.0
H 1.844460 1.376106 2.119510 0.0 0.0 0.0
H 0.762519 -3.863875 2.464917 0.0 0.0 0.0
H 1.410799 -6.190392 1.938321 0.0 0.0 0.0
H 2.955412 -6.649242 0.069758 0.0 0.0 0.0
H 3.862911 -4.787574 -1.280683 0.0 0.0 0.0
H 3.237859 -2.463788 -0.750354 0.0 0.0 0.0
F -2.357128 -1.361080 -0.125883 -0.1 0.0 0.0
Sb -2.382365 -2.992416 -1.212036 0.0 0.0 -0.1
F -0.589568 -3.282544 -0.644799 0.0 0.0 0.0
F -2.352795 -4.544786 -2.264654 0.0 0.0 0.0
F -2.991826 -3.908684 0.309367 0.0 0.0 0.0
F -4.134751 -2.554911 -1.719095 0.1 0.0 0.0
F -1.681078 -1.940774 -2.622972 0.0 0.0 0.1
C -1.012010 1.360260 5.441160 0.0 0.0 0.0
C 0.060592 2.355506 5.087604 0.0 0.0 0.0
C 1.354839 2.143438 5.559534 0.0 0.0 0.0
C 2.362405 3.060677 5.333347 0.0 0.0 0.0
Cl 3.954434 2.766776 5.975480 0.0 0.0 0.0
C 2.118526 4.216525 4.612281 0.0 0.0 0.0
C 0.847009 4.426643 4.112393 0.0 0.0 0.0
C -0.173663 3.512428 4.341029 0.0 0.0 0.0
O -1.400496 3.898287 3.851043 0.0 0.0 0.0
C -2.259040 2.975783 3.218062 0.0 0.0 0.0
C -1.599929 2.067152 2.208291 0.0 0.0 0.0
O -2.323232 1.101844 1.770407 0.0 0.0 0.0
O -0.429783 2.230580 1.817543 0.0 0.0 0.0
H -0.637129 0.665324 6.190644 0.0 0.0 0.0
H -1.331014 0.767514 4.581251 0.0 0.0 0.0
H -1.890162 1.856333 5.855953 0.0 0.0 0.0
H 1.567073 1.254057 6.138970 0.0 0.0 0.0
H 2.907918 4.937292 4.447788 0.0 0.0 0.0
H 0.615229 5.310921 3.534276 0.0 0.0 0.0
H -2.992757 3.575719 2.677221 0.0 0.0 0.0
H -2.810282 2.353668 3.922178 0.0 0.0 0.0
```
Positions in Å, forces in eV/Å.

E_LUMO (spin up / spin down) ... -0.93 / -2.18 eV
Spin multiplicity ... 5
Orbital gap (spin up / spin down) ... 7.73 / 6.49 eV
Relative energy (zero: lowest compared OMol25 entry of this formula, charge and spin) ... 0.000 eV
HOMO (spin up / spin down) ... -8.660 / -8.673 eV


Entry from the Open Molecules 2025 dataset: a single C4H6O molecule (ωB97M-V/def2-TZVPD).

Geometry as XYZ:
```
11
Properties=species:S:1:pos:R:3:forces:R:3
C -1.621756 1.044696 -0.675022 -0.3 0.1 -0.2
O -0.600634 0.969517 0.298642 0.0 0.0 0.1
C 1.597889 -1.656852 1.030579 0.0 0.1 -0.1
C 1.088970 -0.632398 0.403381 0.0 0.0 0.0
C 0.558952 0.413190 -0.178497 0.2 -0.2 0.0
H -1.780901 0.071067 -1.156314 0.0 0.1 0.1
H -1.391618 1.792595 -1.447517 0.0 -0.1 0.1
H -2.530830 1.339539 -0.147295 0.1 0.0 -0.1
H 2.254700 -1.527347 1.887871 -0.1 0.0 -0.1
H 1.368113 -2.675982 0.727075 0.0 0.2 0.0
H 1.020419 0.900769 -1.040797 -0.1 -0.1 0.1
```
Positions in Å, forces in eV/Å.

SMILES ... C=C=COC
E_LUMO ... 1.05 eV
Spin multiplicity ... 1
Orbital gap ... 10.20 eV
Relative energy (zero: lowest compared OMol25 entry of this formula, charge and spin) ... 1.790 eV
HOMO ... -9.142 eV


Entry from the Open Molecules 2025 dataset: a 2-piece molecular cluster, C3H9S2 overall at a distorted geometry (ωB97M-V/def2-TZVPD).

Geometry as XYZ:
```
14
Properties=species:S:1:pos:R:3:forces:R:3
C -1.328923 -1.614190 2.959985 -0.2 -0.3 -0.2
S 0.133272 -0.834294 2.211146 0.3 0.0 0.1
H -1.184719 -1.800609 4.026115 0.1 0.0 0.1
H -1.558022 -2.581305 2.483380 0.1 0.2 0.1
H -2.234569 -1.008501 2.868152 0.0 0.1 -0.1
C -0.224437 0.746886 -3.380920 0.3 0.1 0.5
C 0.701565 0.331765 -2.215660 -0.1 -0.6 -1.2
S 0.375256 1.258411 -0.738801 0.0 0.8 0.4
H -1.159508 1.125320 -2.979121 -0.2 -0.1 0.0
H 0.218315 1.541759 -3.974291 0.1 0.1 -0.1
H -0.421876 -0.106088 -4.027313 0.0 0.0 -0.1
H 1.729188 0.439409 -2.554496 0.2 0.0 0.1
H 0.546342 -0.729483 -2.046248 0.0 -0.1 0.3
H 0.647061 0.325137 0.199525 -0.3 -0.2 0.1
```
Positions in Å, forces in eV/Å.

Net charge ... -1
E_LUMO ... 3.50 eV
Spin multiplicity ... 1
Orbital gap ... 5.88 eV
Relative energy (zero: lowest compared OMol25 entry of this formula, charge and spin) ... 0.830 eV
HOMO ... -2.375 eV


Entry from the Open Molecules 2025 dataset: C12H19BeBr3CaClCsIN2NaO10P2SSi2 as an isolated structure at a distorted geometry (ωB97M-V/def2-TZVPD).

Geometry as XYZ:
```
57
Properties=species:S:1:pos:R:3:forces:R:3
O -3.056215 -3.805593 4.118692 -0.7 -0.7 -0.4
P -2.945750 -2.873758 2.778175 0.2 1.1 0.2
O -2.496640 -3.871576 1.594922 -0.1 -0.4 0.2
S -1.637182 -1.497775 3.005039 0.2 0.1 0.1
Si -4.815948 -1.646983 2.287235 0.5 0.0 -0.4
I -5.618260 -0.636218 4.279108 -0.1 -0.2 0.4
O -5.945384 -2.474780 1.444683 0.0 -0.6 0.8
Si -7.233362 -3.264413 2.144813 -1.3 0.3 -0.9
H -2.746414 -4.695715 3.915775 0.5 -0.1 0.2
H -3.136205 -4.565447 1.394486 -0.1 0.0 -0.3
H -4.292572 -0.591471 1.416443 0.3 -0.2 -0.1
H -6.792165 -4.532929 2.850053 0.3 0.1 -0.2
H -8.034776 -2.450764 3.055789 0.4 -0.1 0.3
H -8.084230 -3.740977 1.050275 0.2 -0.3 -0.1
N 2.927100 1.081088 0.838492 0.0 -0.5 -1.3
C 2.409771 1.259814 -0.406454 0.2 -0.3 0.3
C 1.102359 1.137305 -0.790460 0.4 -0.4 0.0
C 0.198075 0.787111 0.213382 -0.1 -0.1 0.0
C 0.668318 0.599051 1.494897 0.2 0.3 -0.1
C 2.028757 0.753318 1.766862 0.2 0.0 0.5
H 3.143509 1.541368 -1.163834 -0.5 0.8 -0.7
H 0.810074 1.291648 -1.815291 -0.1 0.0 0.0
H -0.850847 0.672809 -0.021428 0.0 0.0 0.0
H -0.015732 0.334401 2.285314 0.1 0.0 0.1
H 2.412026 0.615827 2.768667 0.0 -0.1 0.0
Cl -0.896499 2.875634 -1.844484 0.1 -0.8 -0.2
C 4.460211 1.621214 5.383654 0.1 0.0 0.1
Br 4.457091 2.525494 3.665761 0.1 0.0 0.0
Br 4.070113 2.835484 6.796330 0.0 0.1 0.1
Br 3.278622 0.105734 5.388536 0.0 -0.1 0.0
H 5.461591 1.245847 5.535322 0.0 0.0 0.0
Be -5.587418 1.086348 1.494951 -0.4 0.8 -0.2
C 7.427549 -0.389247 -4.064492 0.0 0.0 0.0
C 7.016903 -0.075918 -5.352270 0.0 0.0 0.1
C 5.820516 0.607689 -5.580970 0.1 -0.1 -0.2
C 5.057338 0.968240 -4.498629 -0.1 0.1 0.0
C 5.451769 0.656482 -3.214941 0.8 -0.5 -0.1
C 6.633857 -0.021692 -2.978455 -0.1 0.0 -0.1
N 3.789769 1.710558 -4.651238 0.2 -0.2 0.2
O 3.423668 1.969129 -5.758503 -0.1 0.1 -0.3
O 3.212930 1.999511 -3.615641 -0.1 0.0 0.2
H 8.358867 -0.912992 -3.902743 0.0 0.0 0.0
H 7.632586 -0.361740 -6.193379 0.0 0.0 0.0
H 5.502559 0.850946 -6.585731 -0.1 0.0 0.0
H 4.820828 0.970259 -2.420948 -0.6 1.1 -1.6
H 6.970047 -0.273684 -1.969482 0.1 0.0 -0.1
O -9.856648 0.378145 5.074729 0.5 0.0 0.2
P -9.843424 0.304079 3.559039 -0.5 0.2 0.6
O -9.442570 -1.116813 3.148587 0.0 0.2 -0.3
O -8.749389 1.221990 2.996351 0.3 -0.3 0.0
O -11.154832 0.701001 2.910680 -0.1 -0.1 -0.5
Na -5.871502 -5.462206 4.340259 0.0 0.1 0.4
Cs -1.620232 5.603676 -1.677942 -0.5 1.3 0.0
O 2.513785 2.667979 -8.954373 0.1 0.0 0.0
H 2.614008 2.260179 -8.090446 -0.1 0.0 0.0
H 2.271408 3.579786 -8.767463 0.0 0.0 -0.1
Ca 4.778184 0.443558 -0.677729 -0.2 -0.7 3.1
```
Positions in Å, forces in eV/Å.

Net charge ... +2
E_LUMO ... -7.68 eV
Spin multiplicity ... 1
Orbital gap ... 2.47 eV
HOMO ... -10.145 eV


What molar mass values result from the calculations? In sequence: 700.7, 434.7, 982.9, 70.1, 109.2, 1108.5 Da.